Below is a 4-piece molecular cluster, C3H14O3 overall in a non-equilibrium geometry, with properties calculated with ωB97M-V/def2-TZVPD.

Positions of all 20 atoms, in Å:
C -1.5982 -0.6905 -1.6196
C -0.8276 -0.1108 -0.4496
C -0.8292 -1.1979 0.7994
H -2.2408 0.1182 -2.0606
H -2.2048 -1.4385 -1.3124
H -0.9459 -1.0408 -2.3384
H -1.2489 0.8240 0.0126
H 0.1697 -0.1161 -0.8657
H -1.1827 -0.5682 1.6955
H -1.5560 -1.9482 0.5833
H 0.1533 -1.7756 0.8319
O 1.5712 -0.1272 2.1855
H 1.4280 0.6479 2.7330
H 0.9324 0.0291 1.3945
O 2.9675 -0.2208 -0.9370
H 2.3803 0.4535 -1.1100
H 2.7278 -0.4299 0.0384
O 0.2199 2.3133 0.2600
H -0.6744 2.3636 0.4341
H 0.7583 2.9149 -0.2750

Values from the calculation:
SMILES = CCC.O.O.O
HOMO level = -10.9 eV
E_LUMO = 0.374 eV
net charge = 0
frontier orbital gap = 0.41460 Ha
ΔE to the lowest compared entry with this formula, charge and spin = 229.0 kJ/mol

Atom charges from the Mulliken analysis, given in e for atoms 1 to 2: -1.308 0.734


Below is C2H2O2Sn as an isolated structure in a non-equilibrium geometry, with properties calculated with ωB97M-V/def2-TZVPD.

Positions of all 7 atoms, in Å:
H -2.0091 -0.4471 -0.9060
O 0.1735 -1.2951 0.2424
C -1.1028 -0.9902 0.1887
C -1.3831 0.4216 -0.0792
O -0.4505 1.2051 -0.3342
H -1.8089 -1.4651 0.8895
Sn 1.3855 0.2617 0.1686

Values from the calculation:
spin multiplicity = 2
HOMO level (spin up / spin down) = -14.9 / -15.2 eV
E_LUMO (spin up / spin down) = -6.011 / -7.115 eV
⟨S²⟩ = 0.7554
net charge = +1
frontier orbital gap (spin up / spin down) = 0.32590 / 0.29849 Ha

Atom charges from the Mulliken analysis, given in e for atoms 1 to 2: 0.265 -0.547


Below is an isolated ion of composition C7H12ClFN2 and charge +2 in a non-equilibrium geometry, with properties calculated with ωB97M-V/def2-TZVPD.

Positions of all 23 atoms, in Å:
F -2.0178 -0.4939 1.3446
N -0.7109 0.1114 1.1665
C -0.7480 1.4725 1.6670
C -0.4116 1.9851 0.2765
C -0.5185 0.5425 -0.2301
C -0.9784 -0.1780 -1.4462
N 0.3244 -0.4616 -0.8413
C 1.5159 -0.1467 -1.7064
Cl 1.7619 -1.4289 -2.8212
C 0.5127 -1.6199 0.0316
C 0.2270 -1.0453 1.4193
H -0.1749 1.5468 2.6443
H -1.8515 1.5898 1.9459
H -1.0539 2.6289 -0.4582
H 0.6544 2.4381 0.3099
H -1.6265 -0.9094 -1.1273
H -0.9097 0.5225 -2.3143
H 1.2621 0.7380 -2.3503
H 2.5018 -0.0165 -1.0597
H 1.4864 -2.0477 -0.1039
H -0.2004 -2.5396 -0.2500
H -0.2699 -1.8823 1.9906
H 1.2254 -0.8055 1.9130

Values from the calculation:
SMILES = F[N@+]12CC[C@]13C[N@+]3(CCl)CC2
HOMO level = -18.9 eV
E_LUMO = -8.556 eV
net charge = +2
frontier orbital gap = 0.38002 Ha
ΔE to the lowest compared entry with this formula, charge and spin = 260.9 kJ/mol

Atom charges from the Mulliken analysis, given in e for atoms 1 to 2: -0.191 0.678


Below is a 6-piece molecular cluster, C40H72N5O18S overall in a non-equilibrium geometry, with properties calculated with ωB97M-V/def2-TZVPD.

Positions of all 136 atoms, in Å:
C 6.3659 -0.4213 4.3651
C 7.2158 -0.4033 3.0561
S 6.7135 0.9276 1.9102
C 5.1689 0.2179 1.2114
N 4.2693 1.2621 0.6664
C 3.5944 1.9020 1.6079
N 3.9552 1.9433 2.9046
N 2.3795 2.5573 1.2652
C 1.3873 1.4341 1.0953
N 0.0341 1.8534 0.7979
C -0.0711 2.9318 -0.1935
C -0.6349 2.2204 2.0497
C -0.2047 3.4397 2.9017
O -1.5823 1.5862 2.4493
C 1.9608 0.3216 0.1881
C 1.0282 -0.2002 -0.9343
O 0.4157 -1.4050 -0.5071
C -0.8302 -1.2386 0.0843
C -1.8922 -0.6617 -0.5660
C -3.1340 -0.5366 -0.0035
C -4.2941 0.1038 -0.7389
C -3.3102 -1.0317 1.2731
C -2.2545 -1.5881 1.9502
C -1.0082 -1.7031 1.3705
C 0.1351 -2.3414 2.1585
C -0.0504 -2.1291 3.6897
C 0.3736 -3.8124 1.8002
C 3.3522 0.7067 -0.3975
C 3.2817 1.6299 -1.6623
C 4.4846 2.6072 -1.6414
O 5.5864 2.1201 -1.8089
N 4.3861 4.0253 -1.4821
C 3.1131 4.5813 -1.9410
C 4.7532 4.4893 -0.1406
H 7.0186 -0.7320 5.1850
H 5.4899 -1.0664 4.2792
H 6.0570 0.6043 4.5936
H 8.2725 -0.3133 3.3058
H 7.0479 -1.3807 2.5889
H 4.6357 -0.3287 2.0012
H 5.4795 -0.5206 0.4729
H 3.3418 1.5104 3.5820
H 4.8168 2.3313 3.2556
H 2.5829 2.9945 0.3633
H 1.3229 0.9947 2.1052
H -0.3152 3.9154 0.2302
H 0.8136 3.0729 -0.8175
H -0.8914 2.6820 -0.8807
H -1.1019 3.7641 3.4274
H 0.1742 4.2476 2.2702
H 0.5634 3.1260 3.6149
H 2.1669 -0.5530 0.8165
H 0.3318 0.5431 -1.3281
H 1.6761 -0.4892 -1.7752
H -1.7361 -0.2905 -1.5817
H -4.9135 -0.6204 -1.2725
H -3.8974 0.8619 -1.4233
H -4.9019 0.6375 0.0009
H -4.2998 -0.9629 1.7159
H -2.4739 -1.9571 2.9457
H 1.0580 -1.7981 1.9039
H -0.7607 -2.8605 4.0780
H -0.4147 -1.1037 3.8197
H 0.9354 -2.1948 4.1600
H -0.4581 -4.4578 2.0963
H 0.6589 -3.9315 0.7511
H 1.2506 -4.1427 2.3789
H 3.7607 -0.2416 -0.7469
H 3.4487 0.9925 -2.5352
H 2.3047 2.0965 -1.8133
H 2.2878 4.4725 -1.2170
H 2.8444 4.1844 -2.9226
H 3.2584 5.6593 -2.0776
H 5.2100 5.4826 -0.2289
H 5.5436 3.8461 0.2580
H 3.9009 4.6003 0.5482
C 10.2376 -6.1970 0.5937
O 10.0751 -4.8113 0.9122
C 9.3051 -4.1413 0.0607
O 8.7591 -4.5916 -0.9100
O 9.2393 -2.8692 0.4731
C 8.4397 -2.0316 -0.3570
H 10.8807 -6.6259 1.3569
H 9.2777 -6.7102 0.6112
H 10.7150 -6.3143 -0.3773
H 7.4072 -2.3844 -0.3778
H 8.8452 -1.9845 -1.3660
H 8.4607 -1.0319 0.0731
C -2.4473 -9.5685 0.2831
O -2.2872 -8.6496 -0.7996
C -2.0574 -7.3940 -0.4232
O -1.9779 -6.9975 0.7106
O -1.9288 -6.6482 -1.5217
C -1.6789 -5.2691 -1.2583
H -2.6273 -10.5470 -0.1534
H -1.5425 -9.6124 0.8872
H -3.3028 -9.2933 0.8977
H -0.7453 -5.1455 -0.7122
H -2.5055 -4.8257 -0.7042
H -1.5933 -4.7642 -2.2173
C -6.6488 -0.2600 -5.3509
O -5.3959 -0.5331 -4.7141
C -4.5208 -1.1812 -5.4801
O -4.6970 -1.5365 -6.6133
O -3.4050 -1.3700 -4.7653
C -2.3742 -2.0621 -5.4704
H -7.2737 0.2671 -4.6342
H -6.5050 0.3757 -6.2232
H -7.1469 -1.1861 -5.6310
H -2.0627 -1.4985 -6.3487
H -2.7057 -3.0589 -5.7567
H -1.5292 -2.1538 -4.7919
C -2.7536 9.0730 2.6648
O -3.6280 7.9776 2.3804
C -3.1005 7.0409 1.6012
O -1.9873 7.0443 1.1383
O -4.0155 6.0868 1.4185
C -3.5715 5.0181 0.5902
H -3.3012 9.7599 3.3036
H -1.8667 8.7291 3.1945
H -2.4743 9.5896 1.7482
H -2.7118 4.5168 1.0360
H -3.3291 5.3810 -0.4082
H -4.3860 4.3030 0.5094
C -12.1479 -0.3644 -2.1912
O -11.4696 0.6781 -1.4863
C -10.1952 0.8346 -1.8327
O -9.6029 0.1903 -2.6593
O -9.6891 1.8322 -1.1045
C -8.3176 2.1150 -1.3686
H -13.1685 -0.3883 -1.8197
H -12.1659 -0.1571 -3.2598
H -11.6789 -1.3276 -1.9976
H -8.1790 2.4203 -2.4051
H -7.6958 1.2505 -1.1373
H -8.0243 2.9391 -0.7231

Values from the calculation:
HOMO level = -10.6 eV
E_LUMO = -4.199 eV
net charge = +1
frontier orbital gap = 0.23604 Ha

Atom charges from the Mulliken analysis, given in e for atoms 1 to 2: -1.005 -0.400


Below is a 3-piece molecular cluster, C4H15N2O3 overall in a non-equilibrium geometry, with properties calculated with ωB97M-V/def2-TZVPD.

Positions of all 24 atoms, in Å:
N 0.1780 -0.2307 -0.8183
C 0.8465 -1.3928 -0.0160
C 1.1657 -0.9264 1.4544
N 0.9537 0.5633 1.5340
C -0.3264 0.8134 2.3654
C -1.6102 1.1557 1.6981
O -1.8011 0.8204 0.5992
H 1.0050 0.4484 -0.8022
H -0.7721 0.1386 -0.4616
H -0.0916 -0.4514 -1.8653
H 0.4385 -2.3054 0.0208
H 1.8829 -1.2327 -0.5189
H 2.1844 -1.2761 1.8002
H 0.6158 -1.5652 2.0710
H 1.7407 1.1872 1.7142
H -0.6104 0.0751 3.0158
H -0.0198 1.5843 3.0590
H -2.3358 1.5055 2.4201
H 1.2830 1.8811 -2.9082
H 1.6426 0.4836 -3.6355
O 1.6645 0.9611 -2.7929
H -1.9746 -1.4517 -3.0106
H -1.6850 -2.2327 -1.8658
O -1.3233 -1.4085 -2.4381

Values from the calculation:
HOMO level = -13.0 eV
E_LUMO = -2.825 eV
net charge = +1
frontier orbital gap = 0.37438 Ha
ΔE to the lowest compared entry with this formula, charge and spin = 478.8 kJ/mol

Atom charges from the Mulliken analysis, given in e for atoms 1 to 2: -0.290 -0.784


Below is C36H57BrN4O3P3Pd as an isolated structure in a non-equilibrium geometry, with properties calculated with ωB97M-V/def2-TZVPD.

Positions of all 105 atoms, in Å:
Pd 0.2402 0.0765 -0.1428
C 1.1598 0.1598 3.6892
P -0.1325 -0.0384 2.4153
C -0.5563 -1.8222 2.6145
N -0.5151 -2.3465 3.7934
C -0.8865 -3.5872 4.0787
C -0.8345 -4.1398 5.3657
C -1.2628 -5.4238 5.5779
C -1.7591 -6.2034 4.5162
C -1.8329 -5.7025 3.2414
C -1.4002 -4.3942 2.9813
N -1.4040 -3.8346 1.7779
C -1.0080 -2.6334 1.5199
P -0.9913 -2.0052 -0.2152
C -2.7757 -1.9989 -0.5904
C -0.2451 -3.4487 -1.1895
C -0.9204 -4.7914 -0.9649
C -0.3783 -3.0131 -2.6472
C 1.2314 -3.4803 -0.7977
C -1.6750 0.7539 3.2198
C -1.3595 2.2480 3.3026
C -1.9741 0.2227 4.6157
C -2.8644 0.4803 2.3024
H 0.7908 -0.1462 4.6647
H 1.4528 1.2082 3.7251
H 2.0315 -0.4358 3.4322
H -0.4644 -3.5253 6.1712
H -1.2282 -5.8479 6.5692
H -2.0882 -7.2110 4.7118
H -2.2165 -6.2914 2.4210
H -3.2147 -2.9644 -0.3411
H -2.8947 -1.7944 -1.6536
H -3.2743 -1.2028 -0.0373
H -1.8986 -4.8405 -1.4370
H -1.0270 -5.0230 0.0967
H -0.3048 -5.5749 -1.4068
H -1.4063 -3.1044 -2.9869
H 0.2360 -3.6544 -3.2770
H -0.0494 -1.9788 -2.7695
H 1.3650 -3.7547 0.2489
H 1.6695 -2.4922 -0.9683
H 1.7680 -4.2044 -1.4079
H -0.6312 2.4491 4.0844
H -2.2673 2.7945 3.5500
H -0.9767 2.6420 2.3625
H -1.2073 0.4895 5.3358
H -2.1267 -0.8534 4.6359
H -2.9028 0.6829 4.9503
H -2.6555 0.7836 1.2774
H -3.7310 1.0425 2.6443
H -3.1255 -0.5786 2.3214
O -0.1120 0.3254 -2.5729
C -0.4260 1.1188 -3.4773
C 0.0094 0.8682 -4.9007
C 0.9162 1.9820 -5.4698
C 1.1838 3.1178 -4.4796
C -0.0081 4.0637 -4.3058
C -1.3261 3.2823 -4.2040
N -1.1926 2.1842 -3.2698
H -0.9006 0.7736 -5.4968
H 0.5154 -0.0953 -4.9398
H 0.4772 2.4027 -6.3744
H 1.8699 1.5415 -5.7587
H 2.0396 3.7025 -4.8174
H 1.4462 2.6895 -3.5057
H -0.0753 4.7426 -5.1562
H 0.1413 4.6628 -3.4042
H -1.5863 2.8982 -5.1911
H -2.1346 3.9302 -3.8654
H -1.5483 2.3129 -2.3320
C 4.4245 -0.2304 -2.9172
C 2.9618 -0.0407 -2.5335
P 2.6701 0.1118 -0.7112
C 3.8248 -1.1477 0.0299
C 3.4997 -1.6063 1.4466
C 3.4351 1.7449 -0.3147
C 3.4250 2.1000 1.1658
H 4.5009 -0.2378 -4.0015
H 4.8230 -1.1741 -2.5583
H 5.0489 0.5784 -2.5495
H 2.3622 -0.8695 -2.9172
H 2.5777 0.8759 -2.9842
H 4.8219 -0.7030 0.0123
H 3.8283 -2.0136 -0.6356
H 3.7450 -0.8362 2.1728
H 4.0973 -2.4829 1.6907
H 2.4434 -1.8735 1.5481
H 2.8868 2.5038 -0.8806
H 4.4637 1.7129 -0.6906
H 2.3992 2.2119 1.5169
H 3.9461 3.0437 1.3173
H 3.9329 1.3458 1.7621
Br -5.3518 5.6637 -0.4841
C -3.5078 5.3507 -0.1975
C -2.6380 6.4178 0.0764
N -1.3674 6.2047 0.2676
C -0.8146 5.0235 0.2106
C -1.5983 3.9033 -0.0647
C -2.9623 4.0692 -0.2583
C -0.9320 2.5425 -0.1287
O 0.2943 2.4651 0.0535
O -1.6662 1.5627 -0.3755
H -2.9860 7.4395 0.1414
H 0.2469 4.9285 0.3811
H -3.6046 3.2219 -0.4518

Values from the calculation:
HOMO level (spin up / spin down) = -15.5 / -15.5 eV
E_LUMO (spin up / spin down) = -12.112 / -12.103 eV
net charge = +3
frontier orbital gap (spin up / spin down) = 0.12407 / 0.12439 Ha

Atom charges from the Mulliken analysis, given in e for atoms 1 to 2: 1.500 -1.500